{"formula": "C15H38ClN3OP", "method": "wB97M-V/def2-TZVPD", "gap_ha": 0.23569, "total_charge": -1, "symbols": ["C", "C", "C", "Cl", "N", "P", "O", "H", "H", "H", "H", "H", "H", "H", "H", "C", "C", "N", "C", "C", "C", "C", "H", "H", "H", "H", "H", "H", "H", "H", "H", "H", "H", "H", "H", "H", "H", "C", "C", "N", "C", "C", "C", "C", "H", "H", "H", "H", "H", "H", "H", "H", "H", "H", "H", "H", "H", "H", "H"], "xyz": [[3.32, -2.13, -1.91], [1.92, -1.72, -2.71], [0.77, -1.10, -1.67], [0.66, -2.29, -0.25], [-0.50, -0.93, -2.48], [-1.92, -1.65, -1.67], [-1.95, -3.22, -1.99], [3.16, -3.18, -1.36], [3.58, -1.28, -1.15], [4.22, -2.18, -2.69], [1.44, -2.68, -3.19], [2.10, -0.85, -3.51], [1.13, -0.01, -1.37], [-3.09, -1.03, -2.30], [-2.03, -1.35, -0.26], [2.97, 4.82, -3.74], [1.97, 3.75, -3.32], [0.80, 4.28, -2.59], [0.00, 3.23, -1.96], [-0.70, 2.23, -2.87], [0.04, 5.33, -3.27], [-0.55, 5.00, -4.64], [3.30, 5.41, -2.88], [3.85, 4.35, -4.18], [2.55, 5.50, -4.49], [2.50, 3.06, -2.66], [1.67, 3.18, -4.20], [-0.75, 3.69, -1.30], [0.65, 2.67, -1.28], [-1.58, 2.67, -3.35], [-1.07, 1.38, -2.27], [-0.04, 1.82, -3.63], [0.68, 6.21, -3.38], [-0.77, 5.67, -2.61], [0.16, 4.48, -5.29], [-0.83, 5.93, -5.14], [-1.46, 4.40, -4.56], [-1.81, -3.09, 2.21], [-1.90, -3.56, 3.66], [-0.65, -3.44, 4.41], [-0.67, -4.15, 5.69], [-1.65, -3.65, 6.76], [-0.04, -2.11, 4.44], [-0.87, -0.96, 5.01], [-1.00, -3.61, 1.68], [-2.75, -3.30, 1.69], [-1.63, -2.01, 2.15], [-2.19, -4.62, 3.63], [-2.72, -3.03, 4.15], [0.34, -4.16, 6.12], [-0.90, -5.20, 5.50], [-1.30, -2.72, 7.22], [-1.73, -4.39, 7.56], [-2.66, -3.49, 6.36], [0.25, -1.84, 3.42], [0.91, -2.16, 4.99], [-1.90, -0.97, 4.64], [-0.43, -0.01, 4.71], [-0.89, -0.98, 6.10]]}